Record 1
An isolated molecule of C16H22N4O2, computed with the ωB97M-V functional and the def2-TZVPD basis.

```
! RIJCOSX wB97M-V def2-TZVPD def2/J DEFGRID3
* xyz 0 1
C -0.313 -3.043 1.102
C -0.663 -2.835 -0.368
N -1.547 -1.702 -0.592
C -1.631 -1.368 -2.008
C -0.531 -0.396 -2.422
C -2.845 -1.847 0.041
C -3.498 -0.480 0.281
N -2.545 0.442 0.853
C -2.303 1.639 0.299
O -2.950 2.129 -0.602
C -1.113 2.377 0.944
N 0.147 1.810 0.502
N 0.713 2.440 -0.522
C 1.812 1.999 -1.022
C 2.495 0.852 -0.513
C 3.697 0.365 -1.043
C 4.301 -0.733 -0.479
C 3.733 -1.364 0.629
C 2.552 -0.902 1.163
C 1.915 0.203 0.593
C 0.644 0.685 1.123
O 0.033 0.165 2.050
H 0.603 -3.624 1.178
H -0.163 -2.082 1.585
H -1.093 -3.584 1.633
H 0.259 -2.622 -0.915
H -1.090 -3.766 -0.786
H -2.593 -0.894 -2.205
H -1.577 -2.279 -2.629
H -0.683 0.563 -1.934
H -0.558 -0.241 -3.497
H 0.452 -0.775 -2.151
H -3.536 -2.481 -0.542
H -2.691 -2.318 1.011
H -3.858 -0.028 -0.646
H -4.352 -0.605 0.957
H -1.873 0.068 1.514
H -1.134 3.418 0.620
H -1.170 2.299 2.032
H 2.207 2.560 -1.855
H 4.136 0.864 -1.894
H 5.226 -1.110 -0.890
H 4.226 -2.219 1.067
H 2.101 -1.371 2.023
*
```

Properties
LUMO level ... 0.16 eV
HOMO level ... -8.45 eV

Atomic partial charges in e from the Löwdin method, atoms 1 to 2: -0.084, -0.248

***

Record 2
A structure of composition C19H21Cl2CrN5O5S2, computed with the ωB97M-V functional and the def2-TZVPD basis.

```
! RIJCOSX wB97M-V def2-TZVPD def2/J DEFGRID3
* xyz 1 2
Cr 0.116 -0.295 0.025
Cl -6.872 1.628 0.760
C -5.199 1.413 0.433
C -4.500 2.449 -0.208
C -3.176 2.278 -0.516
Cl -2.275 3.514 -1.294
C -2.472 1.079 -0.197
O -1.257 0.940 -0.568
C -3.185 0.078 0.546
C -2.489 -1.059 1.049
O -1.254 -1.252 1.013
C -4.557 0.259 0.816
H -5.009 3.364 -0.459
H -3.098 -1.822 1.554
H -5.095 -0.508 1.347
N 0.258 0.954 1.807
H 0.223 0.322 2.605
H -0.374 1.730 1.984
H 1.225 1.287 1.761
C 1.612 3.184 -0.486
N 2.343 2.540 -1.554
C 3.398 3.290 -2.184
C 2.131 1.268 -1.826
O 1.323 0.548 -1.234
H 1.558 4.251 -0.682
H 2.115 3.008 0.468
H 0.607 2.763 -0.445
H 2.990 4.157 -2.710
H 3.930 2.658 -2.891
H 4.105 3.637 -1.428
H 2.722 0.860 -2.655
N 7.309 -2.389 4.411
C 6.356 -2.048 3.509
C 5.203 -2.831 3.340
C 4.208 -2.444 2.463
C 4.352 -1.269 1.750
C 5.494 -0.490 1.884
C 6.487 -0.869 2.757
S 3.163 -0.642 0.586
O 3.676 -0.805 -0.748
O 2.871 0.723 0.995
N 1.704 -1.428 0.688
C 1.422 -2.317 -0.269
S 2.151 -3.838 -0.619
C 0.971 -4.076 -1.867
C 0.127 -3.021 -1.943
N 0.397 -2.036 -1.048
H 7.268 -3.270 4.891
H 8.165 -1.867 4.459
H 5.114 -3.752 3.891
H 3.324 -3.045 2.326
H 5.577 0.406 1.287
H 7.381 -0.270 2.858
H 0.990 -4.969 -2.456
H -0.701 -2.903 -2.619
*
```

Properties
LUMO level (spin up / spin down) ... -4.08 / -3.52 eV
HOMO level (spin up / spin down) ... -10.53 / -10.53 eV

Atomic partial charges in e from the Löwdin method, atoms 1 to 2: 0.934, 0.715

***

Record 3
A structure of composition C3H3Cl9, computed with the ωB97M-V functional and the def2-TZVPD basis.

```
! RIJCOSX wB97M-V def2-TZVPD def2/J DEFGRID3
* xyz 0 1
C -2.871 0.303 -1.845
Cl -2.683 0.656 -0.193
Cl -1.393 -0.199 -2.690
Cl -3.573 1.668 -2.646
H -3.572 -0.524 -1.961
C 3.361 0.474 -0.235
Cl 5.065 -0.134 -0.245
Cl 2.335 -0.594 -1.305
Cl 3.284 2.017 -1.044
H 2.946 0.522 0.771
C -0.671 -0.699 2.261
Cl -1.400 -1.240 3.778
Cl -0.992 -1.947 1.058
Cl 1.062 -0.638 2.297
H -0.898 0.334 1.999
*
```

Properties
LUMO level ... 0.48 eV
HOMO level ... -10.92 eV

Atomic partial charges in e from the Löwdin method, atoms 1 to 2: -1.626, 0.587

***

Record 4
An isolated molecule of C7H8, computed with the ωB97M-V functional and the def2-TZVPD basis.

```
! RIJCOSX wB97M-V def2-TZVPD def2/J DEFGRID3
* xyz 0 1
C 1.179 -1.856 0.144
C 0.573 -0.464 -0.079
C 0.100 0.003 1.186
C -0.688 1.239 1.135
C -1.034 1.750 -0.123
C -0.871 1.053 -1.337
C 0.196 0.140 -1.337
H 1.253 -2.419 -0.854
H 0.563 -2.443 0.933
H 2.016 -1.742 0.767
H -0.089 -0.633 2.123
H -1.089 1.561 2.087
H -1.213 2.796 -0.233
H -1.572 1.091 -2.203
H 0.676 -0.077 -2.210
*
```

Properties
LUMO level ... 0.86 eV
HOMO level ... -8.33 eV

Atomic partial charges in e from the Löwdin method, atoms 1 to 2: -0.084, -0.254

***

Q: Number 1 is which compound?
A: C16H22N4O2